(1)
The following is a quantum chemistry calculation of a cluster of 3 separate species, C3H11NS in total, from OMol25.

The max |F| comes out at 3.937 eV/Å. The relative energy (zero: lowest compared OMol25 entry of this formula, charge and spin) is 303.8 kJ/mol. Its calculated total energy is -573.7158 hartree. The HOMO energy is -9.1 eV. The orbital gap is 0.303 hartree.

The geometry in ORCA input format:
```
! RIJCOSX wB97M-V def2-TZVPD def2/J DEFGRID3
* xyz 0 1
S -0.801 -1.936 1.981
H 0.189 -1.181 2.495
C 0.860 0.414 0.024
C -0.424 0.298 -0.782
C -0.570 -0.999 -1.583
N 0.677 1.544 0.952
H 0.939 -0.535 0.585
H 1.814 0.423 -0.569
H -0.586 1.189 -1.432
H -1.216 0.342 0.013
H 0.335 -1.184 -2.175
H -0.807 -1.835 -0.946
H -1.409 -0.895 -2.280
H 0.264 2.314 0.429
H -0.837 0.136 1.989
H 1.573 1.905 1.300
*
```

Mulliken atomic charge list, values in e, 8 entries: -0.37 0.13 -0.69 -0.01 -1.12 -0.46 0.19 0.38

***

(2)
The following is a quantum chemistry calculation of an isolated molecule of C4H4N2S, from OMol25.

The max |F| comes out at 3.744 eV/Å. The relative energy (zero: lowest compared OMol25 entry of this formula, charge and spin) is 669.8 kJ/mol. Its calculated total energy is -662.2705 hartree. The HOMO energy (alpha / beta) is -8.5 / -8.5 eV. The orbital gap (alpha / beta) is 0.261 / 0.265 hartree.

The geometry in ORCA input format:
```
! RIJCOSX wB97M-V def2-TZVPD def2/J DEFGRID3
* xyz 0 1
C 0.181 0.446 -1.238
C 0.314 -1.146 0.801
C -0.824 1.278 -1.326
C -0.604 -0.932 1.710
N 1.389 0.182 -1.398
N 2.307 -0.311 -0.748
S 1.976 -1.136 0.648
H -0.864 2.314 -1.013
H -1.936 0.944 -1.553
H -0.337 -0.627 2.772
H -1.602 -1.012 1.345
*
```

Mulliken atomic charge list, values in e, 8 entries: 0.56 -0.18 -0.74 -0.31 0.00 -0.39 0.11 0.26

***

(3)
The following is a quantum chemistry calculation of a structure of composition C22H18IrN4O3Se, from OMol25.

The max |F| comes out at 1.709 eV/Å. Its calculated total energy is -3799.0038 hartree. The HOMO energy (alpha / beta) is -13.3 / -14.1 eV. The orbital gap (alpha / beta) is 0.261 / 0.183 hartree.

The geometry in ORCA input format:
```
! RIJCOSX wB97M-V def2-TZVPD def2/J DEFGRID3
* xyz 2 6
Ir -0.066 -0.591 -0.416
O 4.461 -1.113 0.409
C 4.805 0.128 0.466
C 6.198 0.416 0.561
C 6.619 1.712 0.582
C 5.673 2.752 0.496
C 4.295 2.484 0.446
C 3.835 1.191 0.446
C 2.400 0.863 0.416
O 2.044 -0.357 0.195
N 1.555 1.839 0.647
N 0.275 1.484 0.549
C -0.617 2.311 0.986
C -2.033 2.133 0.927
C -2.840 3.145 1.457
C -4.217 3.062 1.434
C -4.859 1.942 0.857
C -4.122 0.932 0.322
C -2.693 0.982 0.331
O -2.058 0.014 -0.188
H 3.467 -1.168 0.314
H 6.887 -0.418 0.604
H 7.673 1.935 0.664
H 6.020 3.777 0.475
H 3.580 3.294 0.403
H -0.260 3.234 1.441
H -2.363 4.017 1.887
H -4.807 3.864 1.855
H -5.939 1.893 0.834
H -4.588 0.066 -0.131
C -1.986 -2.325 2.804
N -2.519 -2.687 1.503
C -1.814 -2.985 0.406
Se 0.064 -3.000 0.223
N -2.671 -3.248 -0.591
C -3.976 -3.083 -0.151
C -5.203 -3.174 -0.793
C -6.324 -2.916 -0.027
C -6.227 -2.584 1.330
C -5.004 -2.478 1.967
C -3.877 -2.725 1.194
H -0.904 -2.265 2.747
H -2.264 -3.076 3.542
H -2.388 -1.359 3.107
H -2.385 -3.537 -1.512
H -5.277 -3.436 -1.840
H -7.302 -2.976 -0.484
H -7.131 -2.417 1.899
H -4.931 -2.226 3.016
*
```

Mulliken atomic charge list, values in e, 8 entries: 1.11 -0.47 0.44 -0.63 -0.43 -0.61 -0.21 0.26

***

(4)
The following is a quantum chemistry calculation of a cluster of 12 separate species, C18H39Cl22O3P in total, from OMol25.

The max |F| comes out at 0.882 eV/Å. Its calculated total energy is -11400.3296 hartree. The HOMO energy is -7.8 eV. The SMILES is C=CC[PH3]COCOCCO.ClCCl.ClCCl.ClCCl.ClCCl.ClCCl.ClCCl.ClCCl.ClCCl.ClCCl.ClCCl.ClCCl. The orbital gap is 0.302 hartree.

The geometry in ORCA input format:
```
! RIJCOSX wB97M-V def2-TZVPD def2/J DEFGRID3
* xyz 0 1
C -1.926 0.884 2.902
C -2.521 1.112 1.732
C -3.981 0.867 1.491
P -4.412 -1.016 1.634
C -4.762 -2.922 1.744
O -3.693 -3.646 1.151
C -2.733 -4.130 2.054
O -1.439 -3.995 1.548
C -1.284 -4.288 0.167
C -1.275 -3.021 -0.680
O -0.638 -3.253 -1.934
H -2.394 0.249 3.649
H -0.972 1.337 3.145
H -1.937 1.469 0.891
H -4.556 1.419 2.237
H -4.260 1.168 0.478
H -4.788 -0.861 3.002
H -5.363 -0.909 0.583
H -3.080 -1.355 1.258
H -5.664 -3.148 1.164
H -4.956 -3.245 2.776
H -2.756 -3.558 2.988
H -2.932 -5.187 2.294
H -2.021 -5.016 -0.188
H -0.298 -4.739 0.048
H -2.281 -2.614 -0.818
H -0.679 -2.275 -0.150
H -1.118 -3.949 -2.396
C 1.873 3.292 3.854
Cl 1.573 1.882 4.880
Cl 0.380 4.149 3.436
H 2.509 3.982 4.394
H 2.345 2.959 2.938
C -2.258 4.507 -0.603
Cl -2.337 4.417 1.162
Cl -1.247 3.235 -1.295
H -3.262 4.394 -0.994
H -1.841 5.466 -0.885
C -6.092 4.009 -2.990
Cl -4.832 2.772 -2.923
Cl -5.775 5.360 -1.892
H -6.135 4.396 -4.000
H -7.034 3.556 -2.707
C -0.620 4.349 -5.405
Cl -0.071 2.699 -5.102
Cl -2.045 4.763 -4.441
H 0.181 5.030 -5.147
H -0.876 4.439 -6.453
C -0.057 7.908 3.950
Cl -0.080 9.257 2.808
Cl 1.325 7.987 5.051
H -0.966 7.942 4.539
H 0.009 6.983 3.390
C 4.573 5.140 6.454
Cl 4.200 5.763 4.839
Cl 6.250 4.606 6.594
H 4.402 5.935 7.170
H 3.925 4.295 6.654
C 2.445 -6.382 -0.361
Cl 0.809 -7.059 -0.377
Cl 2.455 -4.618 -0.188
H 2.986 -6.801 0.478
H 2.922 -6.611 -1.306
C 4.777 -8.755 -3.077
Cl 3.156 -9.431 -2.871
Cl 4.796 -7.009 -2.800
H 5.439 -9.224 -2.360
H 5.106 -8.943 -4.091
C 3.577 4.752 -7.067
Cl 3.128 3.350 -6.094
Cl 2.176 5.737 -7.518
H 4.254 5.371 -6.490
H 4.052 4.404 -7.976
C 1.968 -3.620 -3.693
Cl 1.706 -5.341 -4.020
Cl 3.552 -3.075 -4.269
H 1.200 -3.052 -4.201
H 1.912 -3.468 -2.624
C 5.551 -4.118 2.213
Cl 5.314 -5.865 2.077
Cl 7.201 -3.635 1.806
H 4.868 -3.632 1.526
H 5.348 -3.826 3.235
*
```

Mulliken atomic charge list, values in e, 8 entries: -0.65 0.13 -0.79 0.36 -0.96 -0.27 -0.39 -0.42

***

(5)
The following is a quantum chemistry calculation of a cluster of 2 separate species, C3H8N2O2 in total, from OMol25.

The max |F| comes out at 0.871 eV/Å. The relative energy (zero: lowest compared OMol25 entry of this formula, charge and spin) is 124.0 kJ/mol. Its calculated total energy is -379.0540 hartree. The HOMO energy (alpha / beta) is -3.2 / -3.2 eV. The orbital gap (alpha / beta) is 0.271 / 0.236 hartree.

The geometry in ORCA input format:
```
! RIJCOSX wB97M-V def2-TZVPD def2/J DEFGRID3
* xyz -1 2
O 1.824 -2.422 -0.786
C 1.178 -1.397 -0.561
N 0.274 -0.861 -1.383
C 1.338 -0.641 0.757
N 2.223 0.482 0.537
C -2.378 1.483 0.270
O -1.493 0.474 0.042
H 0.280 -1.071 -2.364
H -0.343 -0.099 -0.999
H 1.688 -1.354 1.486
H 0.353 -0.221 1.019
H 3.127 0.246 0.956
H -1.962 2.398 0.755
H -2.890 1.817 -0.663
H -3.219 1.167 0.935
*
```

Mulliken atomic charge list, values in e, 8 entries: -0.70 0.46 -0.26 -0.17 -0.55 -0.74 -0.83 0.19